Entry 1:
Formula: C2H16NO5
Source: OMol25
Level of theory: ωB97M-V/def2-TZVPD

Lowest unoccupied orbital energy   -4.56 eV
HOMO energy   -14.65 eV
Relative energy (zero: lowest compared OMol25 entry of this formula, charge and spin)   171.1 kJ/mol
Charge   +1
Energy   -14053.814 eV
HOMO-LUMO gap   0.3705 hartree

Last column: Löwdin charge in e.
CARTESIAN COORDINATES (ANGSTROEM)
C: 1.61 1.63 -1.08  0.002
C: 0.12 -0.19 -1.83  0.161
N: 0.90 0.37 -1.02  -0.001
H: 2.36 1.63 -1.87  0.115
H: 2.23 1.78 -0.20  0.108
H: 0.95 2.48 -0.97  0.088
H: -0.22 0.20 -2.79  0.131
H: -0.49 -0.97 -1.43  0.077
H: 0.92 -0.02 -0.05  0.084
H: 0.03 0.29 2.12  0.060
H: 1.05 -0.89 2.21  0.076
O: 0.61 -0.29 1.60  -0.045
H: -1.46 2.67 -1.41  0.007
H: -0.99 3.84 -0.55  0.033
O: -1.78 3.45 -0.95  -0.040
H: -0.96 -2.93 -0.84  0.033
H: -2.45 -2.59 -0.65  0.058
O: -1.59 -2.56 -0.22  -0.045
H: 2.56 -2.48 -0.58  0.060
H: 2.47 -2.41 0.82  0.066
O: 2.44 -1.78 0.08  -0.055
H: -1.88 -0.83 2.05  0.019
H: -2.77 0.24 2.66  0.057
O: -1.95 -0.25 2.81  -0.047

---

Entry 2:
Formula: C60H35Cl4MoN9O7S
Source: OMol25
Level of theory: ωB97M-V/def2-TZVPD

Lowest unoccupied orbital energy (alpha / beta)   -2.39 / -2.39 eV
HOMO energy (alpha / beta)   -6.40 / -6.40 eV
Energy   -153301.374 eV
HOMO-LUMO gap (alpha / beta)   0.1470 / 0.1471 hartree

Last column: Löwdin charge in e.
CARTESIAN COORDINATES (ANGSTROEM)
Mo: -0.01 0.18 -0.58  1.713
Cl: -4.19 4.51 -7.60  0.679
C: -3.40 3.58 -6.37  -0.668
C: -3.69 2.24 -6.23  -0.089
C: -3.07 1.51 -5.23  -0.026
C: -2.17 2.12 -4.36  -0.189
C: -1.90 3.47 -4.51  -0.002
C: -2.49 4.20 -5.53  -0.082
C: -1.59 1.33 -3.24  -0.046
C: -2.34 1.31 -2.03  -0.216
C: -3.67 1.82 -1.89  0.013
C: -4.28 1.03 -0.96  0.008
C: -3.33 0.06 -0.50  -0.182
C: -3.76 -1.12 0.15  -0.036
C: -5.24 -1.26 0.33  -0.231
C: -5.85 -1.02 1.56  -0.016
C: -7.21 -1.19 1.71  -0.090
C: -7.97 -1.62 0.63  -0.670
Cl: -9.68 -1.85 0.82  0.677
C: -7.38 -1.87 -0.60  -0.090
C: -6.01 -1.69 -0.74  -0.020
C: -3.06 -2.26 0.56  -0.159
N: -1.69 -2.41 0.50  0.072
C: -1.26 -3.51 1.17  -0.082
C: 0.17 -3.68 1.31  -0.176
C: 0.64 -4.95 1.95  -0.164
C: 1.11 -5.02 3.25  -0.005
C: 1.55 -6.22 3.77  -0.096
C: 1.52 -7.36 2.99  -0.676
Cl: 2.10 -8.87 3.64  0.660
C: 1.05 -7.32 1.69  -0.094
C: 0.61 -6.11 1.17  -0.009
C: 1.10 -3.12 0.19  -0.070
C: 1.04 -2.37 1.45  -0.106
C: 0.25 -1.13 1.18  -0.255
C: -0.69 -1.56 0.11  -0.367
N: 0.39 -2.28 -0.73  0.022
C: 0.29 -2.69 -2.04  -0.088
C: 0.03 -1.72 -2.97  -0.192
C: -0.16 -1.70 -4.40  0.028
C: -0.54 -0.44 -4.73  0.018
C: -0.68 0.30 -3.49  -0.207
N: -0.17 -0.46 -2.48  -0.028
C: 0.59 -4.10 -2.40  -0.173
C: 1.88 -4.60 -2.26  -0.017
C: 2.14 -5.93 -2.53  -0.089
C: 1.10 -6.77 -2.92  -0.677
Cl: 1.42 -8.44 -3.21  0.674
C: -0.18 -6.28 -3.07  -0.105
C: -0.43 -4.93 -2.82  -0.022
C: -2.43 -4.19 1.60  0.040
C: -3.52 -3.42 1.23  0.039
N: -2.10 0.37 -1.07  0.016
H: -4.41 1.76 -6.89  0.109
H: -3.31 0.46 -5.11  0.128
H: -1.23 3.97 -3.83  0.110
H: -2.26 5.25 -5.65  0.112
H: -4.09 2.62 -2.47  0.119
H: -5.31 1.07 -0.65  0.119
H: -5.25 -0.68 2.40  0.127
H: -7.69 -0.99 2.66  0.109
H: -7.98 -2.20 -1.43  0.108
H: -5.55 -1.88 -1.70  0.130
H: 1.12 -4.13 3.87  0.098
H: 1.93 -6.28 4.79  0.105
H: 1.03 -8.21 1.08  0.106
H: 0.26 -6.05 0.15  0.116
H: 1.85 -2.41 2.16  0.144
H: -0.39 0.58 2.12  0.078
H: -0.04 -2.54 -5.06  0.118
H: -0.78 -0.06 -5.71  0.120
H: 2.68 -3.95 -1.94  0.121
H: 3.14 -6.32 -2.43  0.110
H: -0.98 -6.94 -3.39  0.106
H: -1.44 -4.55 -2.93  0.122
H: -2.45 -5.13 2.13  0.118
H: -4.55 -3.65 1.43  0.122
O: -0.34 3.39 2.38  0.100
C: -0.21 2.89 1.28  -0.528
O: -0.32 1.61 1.07  -0.183
C: 0.14 3.74 0.10  -0.027
C: 0.21 5.10 0.26  0.089
C: 0.63 5.92 -0.78  -0.124
C: 1.06 5.37 -1.97  0.085
C: 1.01 4.00 -2.15  -0.057
C: 0.47 3.14 -1.15  -0.222
O: 0.26 1.88 -1.33  -0.310
N: 1.57 3.49 -3.40  -0.342
O: 1.85 2.31 -3.48  0.098
O: 1.81 4.30 -4.27  0.070
N: 0.68 7.36 -0.60  -0.356
O: 0.27 7.81 0.45  0.085
O: 1.13 8.03 -1.51  0.079
H: -0.05 5.54 1.22  0.139
H: 1.46 6.00 -2.75  0.135
C: 4.90 1.74 1.36  -0.054
N: 3.84 1.36 2.27  -0.141
C: 3.86 1.55 3.63  -0.034
C: 2.72 1.04 4.11  -0.028
N: 1.99 0.50 3.06  0.045
C: 2.69 0.73 1.90  -0.566
S: 2.46 0.55 0.20  0.779
C: 0.89 -0.34 3.39  -0.216
C: 0.92 -1.17 4.49  -0.073
C: -0.18 -1.93 4.86  -0.149
C: -1.39 -1.72 4.16  -0.099
C: -1.43 -0.92 3.08  -0.050
N: -0.21 -0.41 2.45  0.012
H: 5.75 2.07 1.96  0.094
H: 4.58 2.55 0.70  0.089
H: 5.19 0.89 0.75  0.080
H: 4.68 2.04 4.12  0.127
H: 2.33 1.04 5.11  0.131
H: 1.81 -1.20 5.10  0.115
H: -0.14 -2.60 5.71  0.085
H: -2.30 -2.17 4.52  0.110
H: -2.34 -0.63 2.56  0.106

---

Entry 3:
Formula: C13H25CdFNO17S3
Source: OMol25
Level of theory: ωB97M-V/def2-TZVPD

Lowest unoccupied orbital energy   -8.97 eV
HOMO energy   -12.13 eV
Charge   +1
Energy   -89957.503 eV
HOMO-LUMO gap   0.1161 hartree

Last column: Löwdin charge in e.
CARTESIAN COORDINATES (ANGSTROEM)
Cd: 3.13 2.68 1.78  1.535
C: 1.11 0.49 0.24  -0.178
O: 1.93 1.56 0.68  -0.549
H: 1.65 -0.47 0.26  0.078
H: 0.24 0.27 0.86  0.068
H: 0.85 0.63 -0.82  0.064
C: 0.89 2.86 -2.79  -0.005
C: 0.87 1.86 -3.95  -0.541
O: 1.76 1.92 -4.79  0.033
N: -0.05 0.84 -3.91  0.021
C: -1.10 0.65 -2.92  -0.076
H: 1.95 2.96 -2.57  0.077
H: 0.32 2.60 -1.90  0.035
H: 0.54 3.81 -3.19  0.095
H: -0.03 0.16 -4.64  0.144
H: -1.50 1.57 -2.51  0.069
H: -0.88 -0.08 -2.13  0.073
H: -1.96 0.22 -3.45  0.098
C: 4.27 -0.77 -2.77  -0.036
C: 2.82 -1.29 -2.92  -0.293
O: 2.69 -2.09 -1.78  0.111
C: 3.92 -2.56 -1.43  -0.603
O: 4.11 -3.39 -0.69  0.245
O: 4.88 -1.80 -1.98  0.090
F: 2.72 -1.95 -4.13  0.061
H: 4.20 0.19 -2.23  0.132
H: 4.83 -0.64 -3.68  0.143
H: 2.04 -0.53 -2.86  0.139
C: -0.89 3.66 1.93  -0.158
C: -0.91 4.74 0.84  -0.160
O: -2.25 4.78 0.35  -0.169
S: -3.08 3.43 0.66  0.583
O: -3.10 2.67 -0.52  -0.206
O: -4.28 3.77 1.29  -0.175
O: -2.00 2.79 1.65  -0.207
H: -0.89 4.00 2.97  0.134
H: 0.00 3.01 1.90  0.085
H: -0.19 4.51 0.06  0.120
H: -0.72 5.71 1.30  0.136
C: -3.34 -1.15 2.84  -0.099
C: -2.75 -0.35 1.67  -0.140
O: -2.95 -1.15 0.48  -0.198
S: -3.63 -2.57 0.75  0.584
O: -2.65 -3.57 0.85  -0.221
O: -4.72 -2.72 -0.14  -0.193
O: -4.20 -2.16 2.18  -0.190
H: -4.12 -0.60 3.40  0.139
H: -2.63 -1.50 3.59  0.115
H: -1.68 -0.15 1.77  0.100
H: -3.24 0.62 1.58  0.103
C: 0.74 -3.63 1.49  -0.120
C: 0.38 -4.53 2.64  -0.125
O: 0.84 -3.84 3.81  -0.170
S: 0.99 -2.28 3.58  0.553
O: 2.35 -1.93 3.79  -0.228
O: 0.01 -1.53 4.27  -0.233
O: 0.63 -2.28 2.04  -0.228
H: 0.22 -3.70 0.55  0.134
H: 1.83 -3.69 1.30  0.131
H: 0.77 -5.53 2.58  0.143
H: -0.71 -4.52 2.73  0.131

---

Entry 4:
Formula: H26Mg2O29S4
Source: OMol25
Level of theory: ωB97M-V/def2-TZVPD

Lowest unoccupied orbital energy   7.12 eV
HOMO energy   2.07 eV
Relative energy (zero: lowest compared OMol25 entry of this formula, charge and spin)   0.0 kJ/mol
Charge   -4
Energy   -114038.342 eV
HOMO-LUMO gap   0.1856 hartree

Last column: Löwdin charge in e.
CARTESIAN COORDINATES (ANGSTROEM)
Mg: 1.10 0.64 2.88  0.735
Mg: 2.49 -0.24 -1.67  0.621
S: 3.96 0.02 1.27  0.341
O: 4.37 -1.25 1.84  -0.348
O: 3.55 -0.09 -0.16  -0.382
O: 2.74 0.46 2.05  -0.422
O: 5.01 1.05 1.41  -0.397
S: 4.13 -2.92 -1.96  0.267
O: 3.75 -4.32 -2.26  -0.441
O: 2.84 -2.09 -1.92  -0.466
O: 4.85 -2.91 -0.69  -0.381
O: 4.93 -2.29 -3.06  -0.473
S: -0.43 -0.09 0.02  0.446
O: 0.72 -0.49 -0.83  -0.324
O: -1.25 0.95 -0.70  -0.364
O: -1.24 -1.31 0.25  -0.361
O: 0.08 0.55 1.24  -0.326
S: -0.94 1.94 5.04  0.266
O: -0.50 0.95 3.94  -0.472
O: -0.77 3.29 4.46  -0.436
O: -2.32 1.62 5.41  -0.409
O: -0.05 1.72 6.20  -0.453
O: 0.28 3.25 0.18  -0.051
H: -0.39 2.54 0.16  0.017
H: 0.65 3.18 1.07  0.061
O: 1.49 -0.22 -3.62  -0.031
H: 0.94 -1.01 -3.73  0.075
H: 2.24 -0.35 -4.22  0.082
O: 1.00 -1.33 3.16  -0.016
H: 1.77 -1.90 2.99  0.095
H: 0.22 -1.90 3.12  0.083
O: 0.73 -3.54 -0.93  -0.090
H: 1.64 -3.17 -0.89  0.008
H: 0.17 -2.79 -0.70  -0.035
O: -3.32 2.46 -0.98  -0.084
H: -3.73 2.25 -1.83  0.036
H: -2.56 1.83 -0.92  -0.011
O: -4.07 2.00 1.69  -0.075
H: -3.78 2.25 0.80  -0.023
H: -3.98 2.79 2.23  0.021
O: -1.26 -1.98 -2.71  -0.041
H: -1.38 -1.45 -1.90  -0.002
H: -2.04 -2.53 -2.76  0.041
O: -1.34 1.07 -3.53  -0.076
H: -1.11 0.83 -2.61  -0.008
H: -0.81 0.46 -4.06  0.006
O: -2.24 -4.13 0.55  -0.071
H: -1.62 -4.17 1.28  0.029
H: -2.10 -3.24 0.20  -0.005
O: -3.98 -0.56 0.10  -0.059
H: -3.11 -0.97 -0.08  -0.009
H: -4.32 -0.33 -0.77  0.017
O: -2.29 -0.72 2.71  -0.087
H: -1.74 -1.05 1.98  -0.041
H: -1.68 -0.19 3.27  -0.008
O: -0.55 4.05 -2.60  -0.070
H: -0.81 3.25 -2.12  -0.005
H: 0.02 3.73 -3.30  0.021
O: 2.05 1.76 -1.49  -0.041
H: 2.72 2.45 -1.49  0.087
H: 1.29 2.14 -1.00  0.040

---

Entry 5:
Formula: C4H8N2O2S2
Source: OMol25
Level of theory: ωB97M-V/def2-TZVPD

Lowest unoccupied orbital energy (alpha / beta)   -0.44 / -0.44 eV
HOMO energy (alpha / beta)   -7.08 / -7.08 eV
Relative energy (zero: lowest compared OMol25 entry of this formula, charge and spin)   674.7 kJ/mol
Energy   -33017.398 eV
HOMO-LUMO gap (alpha / beta)   0.2440 / 0.2439 hartree

Last column: Löwdin charge in e.
CARTESIAN COORDINATES (ANGSTROEM)
C: -2.41 1.93 0.53  -0.995
C: 2.86 -2.04 -1.02  -0.067
C: 1.92 -0.81 -1.26  -0.191
C: -0.01 0.31 -0.24  -0.468
N: 0.91 -0.61 -0.21  -0.039
N: -3.35 1.73 1.41  -0.404
O: -2.94 0.83 2.53  -0.158
O: -4.27 2.47 1.71  -0.042
S: -2.21 2.53 -0.97  0.573
S: -1.08 0.62 1.03  1.011
H: 3.10 -2.51 -1.94  0.052
H: 3.85 -1.75 -0.49  0.111
H: 2.32 -2.81 -0.44  0.071
H: 2.64 -0.02 -1.27  0.113
H: 1.46 -0.93 -2.15  0.079
H: -0.26 0.98 -1.13  0.056
H: 0.81 -1.27 0.61  0.169
H: -3.35 1.32 3.30  0.126

---

Entry 6:
Formula: C5H9NO
Source: OMol25
Level of theory: ωB97M-V/def2-TZVPD

Lowest unoccupied orbital energy   0.87 eV
HOMO energy   -9.61 eV
Relative energy (zero: lowest compared OMol25 entry of this formula, charge and spin)   129.7 kJ/mol
Energy   -8867.869 eV
HOMO-LUMO gap   0.3851 hartree

Last column: Löwdin charge in e.
CARTESIAN COORDINATES (ANGSTROEM)
C: -0.98 0.26 -1.25  -0.055
C: -1.00 0.12 0.27  -0.212
C: -0.53 1.46 0.84  -0.451
O: -1.02 2.52 1.08  0.120
N: 0.83 1.01 0.96  0.098
C: 0.35 -0.40 0.82  -0.337
C: 1.24 -1.34 0.04  -0.059
H: -1.89 0.76 -1.61  0.085
H: -0.87 -0.70 -1.76  0.079
H: -0.12 0.88 -1.55  0.089
H: -1.94 -0.28 0.66  0.140
H: 1.31 1.30 0.10  0.124
H: 0.20 -0.81 1.83  0.138
H: 1.46 -0.97 -0.97  0.074
H: 0.77 -2.33 -0.05  0.085
H: 2.19 -1.47 0.57  0.082

---

Question: Look up the energy of the third one.
Answer: -89957.503 eV